(1)
96
Properties=species:S:1:pos:R:3:forces:R:3 method="wB97M-V/def2-TZVPD" total_charge=-1 multiplicity=2 homo_lumo_gap_ev="1.6853 / 10.1636"
C -8.26828 2.74259 10.78570 0.0 0.2 0.2
C -8.44095 4.20830 11.14461 2.5 -0.5 0.6
O -9.19801 4.74638 10.06712 0.8 2.0 2.8
C -9.81738 3.77591 9.49259 -3.2 0.8 -5.3
O -10.66935 4.02179 8.59900 2.4 -1.7 3.1
O -9.25898 2.62547 9.79622 -1.2 -2.3 -0.9
H -8.46840 2.04646 11.60022 -0.1 0.1 0.0
H -7.27669 2.54839 10.37687 -0.1 -0.2 -0.3
H -7.42420 4.59920 11.10551 -0.4 0.8 0.2
H -8.79964 4.24710 12.17317 -0.8 0.9 -0.3
C -9.00418 7.61168 19.78364 -0.1 -1.4 -0.1
C -9.22847 9.10308 19.66919 0.5 -0.3 0.1
O -7.95980 9.56222 19.19644 -1.1 1.8 1.0
C -7.09739 8.58166 19.03779 -2.0 -0.5 -2.1
O -6.03453 8.77798 18.59014 2.4 -0.6 0.0
O -7.79465 7.41330 19.05060 0.8 -0.7 0.9
H -9.75194 6.95648 19.33680 -0.2 0.4 -0.4
H -8.93372 7.21046 20.79466 0.5 0.4 0.2
H -9.33568 9.56960 20.64845 -0.8 0.1 -0.3
H -9.99021 9.27511 18.90876 0.0 0.6 0.3
C -1.07601 7.04327 17.00993 0.4 3.2 1.8
C -2.52983 7.25457 17.54491 1.4 -1.3 -0.9
O -3.15207 6.11815 16.85401 0.3 -0.3 -0.1
C -2.26152 5.53725 15.99519 -1.6 -2.4 -2.5
O -2.49424 4.60799 15.20659 -0.2 2.2 2.4
O -1.09666 6.14307 15.96589 0.0 -0.2 -0.1
H -0.39613 6.71600 17.79654 -0.2 -0.3 0.1
H -0.70067 8.01320 16.68365 0.2 -0.1 -0.3
H -3.05829 8.18072 17.31890 0.2 -0.1 -0.4
H -2.46941 7.15113 18.62831 -0.5 -0.4 0.1
C -11.01401 1.16223 15.79972 1.9 0.8 0.4
C -9.51094 1.41255 15.22317 -2.6 -0.9 2.6
O -9.83517 1.58758 13.91044 -0.8 0.8 -3.7
C -11.16468 1.98360 13.69167 0.2 0.6 -1.8
O -11.65961 2.39882 12.64269 2.0 -1.2 2.8
O -11.81622 1.86092 14.83522 -0.4 -0.4 0.8
H -11.10071 1.60769 16.79076 -0.4 0.2 -0.2
H -11.31424 0.11810 15.88767 0.1 0.0 -0.5
H -8.90444 0.53073 15.42972 0.1 0.2 -0.5
H -9.04804 2.30293 15.64866 0.0 0.0 0.0
Cl -1.26028 4.43038 11.86936 0.3 0.0 0.4
C -0.99500 6.04941 12.57106 -0.5 0.5 -0.8
C -2.27757 6.83270 12.70509 0.8 1.0 1.3
Cl -2.92133 7.46290 11.18630 -0.3 -0.2 -0.3
H -0.38527 6.61181 11.86392 0.1 -0.2 -0.1
H -0.45884 6.12022 13.51743 -0.2 -1.0 0.1
H -1.89723 7.69557 13.25179 -0.2 0.5 -0.1
H -3.05868 6.46933 13.37288 0.0 -0.7 -0.6
Cl -6.83905 8.08844 12.13333 0.4 -0.4 0.3
C -6.70046 8.69357 10.45691 -0.5 1.1 1.3
C -7.62221 9.94639 10.43611 -0.1 -1.0 -1.9
Cl -9.28551 9.39441 10.09130 -0.5 0.0 0.1
H -6.99317 7.84492 9.83869 -0.3 0.6 -0.3
H -5.67547 8.99259 10.23762 0.0 -0.2 0.3
H -7.34077 10.50685 9.54461 0.0 0.4 0.2
H -7.73389 10.59313 11.30638 0.8 -0.4 0.1
Cl -7.72312 4.55872 16.37361 1.0 0.3 0.4
C -6.15205 5.47304 16.22546 0.0 0.2 -1.0
C -6.09049 6.07615 14.82510 0.6 0.2 0.2
Cl -5.95946 4.88346 13.48812 -0.1 0.4 0.4
H -5.27979 4.84779 16.41605 -0.4 -0.5 -0.2
H -6.07207 6.28489 16.94838 -0.6 0.0 0.1
H -5.17451 6.66389 14.76475 0.1 0.0 0.1
H -6.91564 6.75650 14.61448 -0.1 -0.3 0.1
Cl -5.59954 5.15562 21.26378 -0.1 0.1 0.1
C -4.41378 4.97436 19.98572 0.9 1.3 -1.9
C -3.75232 3.63333 20.02293 -0.9 -1.3 0.5
Cl -2.70930 3.23998 18.61239 -0.2 0.4 0.6
H -3.75118 5.83360 19.88191 0.6 0.0 1.4
H -4.82979 5.16815 18.99704 -1.0 -0.8 0.0
H -4.57890 2.92292 20.00961 0.0 -0.2 -0.4
H -3.29352 3.36629 20.97492 0.7 0.6 -0.2
Cl -6.10106 1.84381 14.37843 1.0 -0.7 0.7
C -4.74472 1.17805 15.40183 -0.5 -1.1 0.8
C -5.12845 1.08661 16.91197 1.5 1.1 -1.4
Cl -6.40212 0.00660 17.31987 -1.5 -0.9 0.0
H -3.79145 1.68995 15.27012 -0.5 0.9 0.0
H -4.49606 0.16948 15.07161 -0.5 -0.1 -0.3
H -5.39014 2.09124 17.24414 0.2 -0.2 0.3
H -4.28169 0.64100 17.43401 0.3 0.7 0.0
Cl -12.35655 5.20183 16.53822 -1.4 -0.6 0.6
C -10.87290 5.49434 15.73134 1.7 0.4 -0.6
C -10.96232 5.66888 14.21026 1.3 0.4 0.8
Cl -11.72014 7.25550 13.93335 -0.5 -0.1 -0.6
H -10.09551 4.79586 16.04103 -0.5 -0.6 -0.4
H -10.47496 6.40852 16.17182 -0.1 0.3 -0.4
H -11.32408 4.84532 13.59465 -0.8 0.2 0.3
H -9.93726 5.81669 13.87040 0.2 0.0 0.1
Cl -8.55190 12.78310 14.24030 0.7 0.9 -0.2
C -9.24116 11.46040 15.13084 -0.4 -1.8 -0.4
C -8.73848 10.10646 14.48923 -0.1 1.0 -0.6
Cl -8.75201 8.81319 15.63875 -0.3 -1.1 1.2
H -10.31450 11.62822 15.04205 0.0 -0.6 -0.2
H -9.06751 11.46458 16.20691 0.7 0.3 -0.2
H -7.71343 10.07499 14.11993 0.1 1.0 0.3
H -9.28945 9.76918 13.61129 -0.6 0.3 0.2

***

(2)
86
Properties=species:S:1:pos:R:3:forces:R:3 method="wB97M-V/def2-TZVPD" total_charge=0 smiles="CC1=C(N(C(=O)F)C(=O)F)C(=O)C(P(C)C)=C([C@@H](I)[C@H](C)I)C1=O.COCCNCCOC.COCCNCCOC" homo_lumo_gap_ev=6.5899
C 2.39174 -0.26097 5.57469 0.1 0.1 -0.7
C 2.32432 0.27299 4.16927 -0.1 0.1 0.2
C 1.28078 0.88918 3.61024 1.2 -0.4 0.1
N 0.06011 1.05662 4.35667 -0.3 0.0 -0.6
C -0.27513 2.39936 4.56458 0.1 0.6 -0.1
O 0.26266 3.34341 4.10681 0.5 0.1 -0.1
F -1.25626 2.53971 5.44587 -0.3 -0.5 0.0
C -1.02652 0.27589 3.87842 0.0 0.6 0.2
O -1.95407 0.69672 3.29296 -0.6 -0.1 0.2
F -0.87221 -1.00006 4.18003 0.3 -0.3 0.0
C 1.38572 1.36885 2.18366 -0.1 0.1 0.6
O 0.36826 1.55810 1.56763 -0.3 0.1 -0.3
C 2.74986 1.63296 1.61098 -0.4 0.0 0.0
P 2.94654 2.82633 0.20591 0.4 0.6 -0.6
C 1.67733 2.38829 -1.07166 -0.2 0.0 0.8
C 2.23049 4.41444 0.88998 0.0 -1.2 0.3
C 3.81148 1.01682 2.16048 -0.4 0.0 -0.2
C 5.26109 1.13241 1.76161 -0.2 0.3 0.3
I 5.61281 0.49620 -0.27475 0.1 0.0 0.3
C 5.96472 2.48354 2.06585 0.8 -0.7 0.4
C 7.34736 2.16768 2.66327 -0.1 -0.1 -0.4
I 4.94396 3.64376 3.59860 0.1 0.0 -0.3
C 3.56868 0.10145 3.33452 -0.3 0.3 0.0
O 4.36170 -0.74765 3.64988 0.4 -0.2 0.1
H 3.12796 0.34056 6.11111 0.0 -0.1 0.1
H 2.76229 -1.28359 5.53547 0.0 0.0 0.1
H 1.42548 -0.20810 6.06205 0.0 0.0 0.1
H 0.66615 2.39606 -0.67789 0.0 0.0 0.1
H 1.86166 1.40661 -1.50263 0.1 0.0 -0.1
H 1.72132 3.16172 -1.83814 0.2 -0.1 -0.1
H 3.02255 4.88666 1.46190 -0.1 0.2 0.0
H 1.38425 4.17768 1.53796 -0.1 0.3 0.0
H 1.91293 5.04187 0.06109 0.0 0.0 -0.1
H 5.79244 0.39064 2.35314 -0.1 -0.1 -0.2
H 6.12634 3.07626 1.17103 -0.6 0.3 0.1
H 7.91126 1.56465 1.94364 0.0 0.1 0.0
H 7.91202 3.07417 2.86830 0.0 0.0 0.1
H 7.25115 1.57126 3.57054 0.0 0.1 0.1
C -3.42957 1.72821 -6.91968 0.0 0.1 0.1
O -4.10051 2.30166 -5.81323 0.1 -0.2 -0.1
C -4.94330 1.39085 -5.11503 -0.2 0.2 0.2
C -4.40667 1.12427 -3.72331 0.2 0.0 -0.1
N -3.17560 0.34488 -3.77571 -0.1 0.1 0.1
C -2.48329 0.23207 -2.49501 0.1 0.0 -0.2
C -1.91720 1.50815 -1.87474 0.1 -0.2 0.2
O -0.85219 2.08106 -2.61422 -0.3 0.1 -0.2
C -1.24714 2.97086 -3.64384 0.3 0.0 0.0
H -2.90682 2.53036 -7.43824 0.0 0.0 0.0
H -2.69496 0.97982 -6.60411 0.0 -0.1 -0.1
H -4.13783 1.26815 -7.61484 0.0 -0.1 0.0
H -5.06893 0.45840 -5.67189 0.1 0.0 0.0
H -5.92585 1.86319 -5.02734 0.0 0.0 0.0
H -5.15664 0.56911 -3.15264 0.0 0.0 0.0
H -4.25817 2.09658 -3.23489 -0.2 0.0 0.0
H -2.54767 0.77293 -4.44298 0.0 0.0 0.0
H -1.64966 -0.46054 -2.64125 0.0 0.0 0.1
H -3.16006 -0.23811 -1.77518 -0.1 0.1 -0.1
H -1.49320 1.23868 -0.90165 0.0 0.1 0.0
H -2.69173 2.25713 -1.67471 0.0 0.0 -0.1
H -2.17270 3.49688 -3.39915 -0.1 0.0 0.0
H -1.36161 2.45134 -4.59894 -0.1 0.1 0.0
H -0.45143 3.70765 -3.76738 0.0 0.0 0.0
C -1.95662 -1.45615 0.70488 0.2 0.0 -0.1
O -0.74660 -2.18021 0.54874 -0.3 -0.1 0.1
C -0.47569 -3.02661 1.65905 0.5 -0.1 -0.1
C -0.54380 -4.48768 1.26412 -0.2 0.1 -0.2
N -1.91557 -4.88500 0.97033 0.2 -0.1 0.0
C -2.04034 -6.20858 0.36710 -0.2 0.1 0.0
C -1.44343 -6.41313 -1.02354 -0.1 -0.3 0.0
O -2.09831 -5.68169 -2.04399 0.2 0.1 0.1
C -1.62748 -4.36003 -2.24530 -0.2 -0.1 -0.1
H -2.02438 -0.73873 -0.10977 0.1 -0.1 0.1
H -2.83381 -2.11198 0.66713 0.0 0.0 0.1
H -1.94386 -0.91338 1.64868 -0.2 0.0 0.0
H -1.14977 -2.81032 2.48936 -0.1 -0.1 0.0
H 0.54492 -2.80455 1.99089 0.0 0.0 0.0
H -0.16184 -5.09975 2.08629 0.0 0.0 0.0
H 0.11881 -4.62629 0.39917 0.1 0.0 0.1
H -2.32285 -4.20744 0.33935 0.0 0.0 0.0
H -3.10806 -6.43216 0.30239 0.0 -0.1 0.0
H -1.60555 -6.94647 1.04876 0.1 0.0 0.0
H -1.57784 -7.46708 -1.28190 0.0 0.0 0.0
H -0.36374 -6.22534 -1.04773 0.0 0.1 0.0
H -0.56214 -4.26639 -2.02080 0.0 0.0 0.1
H -2.19242 -3.63933 -1.64753 0.1 0.1 0.0
H -1.78442 -4.10882 -3.29473 0.0 0.0 0.0